(1)
DFT (ωB97M-V/def2-TZVPD) results for a molecular structure, C36H61AsClGeN4O9Rb.

## Properties
HOMO-LUMO gap (alpha / beta): 6.22 / 4.67 eV
expectation value of S²: 0.75
total charge: -1
ΔE to the lowest compared entry with this formula, charge and spin: 0.0 kJ/mol
spin multiplicity: 2
total energy: -193239.1485 eV

Each line ends with the Löwdin charge.
Cartesian coordinates (Å):
1 Rb 0.230 0.300 0.186  0.76
2 C 3.802 -1.407 -1.292  -0.07
3 O 2.644 -2.076 -0.818  -0.09
4 C 2.218 -3.146 -1.534  -0.24
5 C 2.753 -3.520 -2.761  -0.02
6 C 2.253 -4.636 -3.426  -0.10
7 C 1.225 -5.381 -2.876  -0.11
8 C 0.690 -5.007 -1.649  -0.03
9 C 1.177 -3.901 -0.967  -0.19
10 N 0.596 -3.423 0.237  0.09
11 N 0.165 -4.355 0.960  0.08
12 C -0.590 -4.018 2.074  -0.15
13 C -1.283 -2.778 2.191  -0.42
14 O -1.207 -1.839 1.355  -0.24
15 C -2.177 -2.662 3.338  -0.03
16 C -2.318 -3.636 4.261  -0.04
17 C -1.614 -4.876 4.151  -0.19
18 C -1.771 -5.896 5.109  -0.06
19 C -1.118 -7.095 4.983  -0.12
20 C -0.279 -7.297 3.873  -0.11
21 C -0.101 -6.317 2.931  -0.04
22 C -0.765 -5.068 3.036  -0.11
23 H 4.003 -0.609 -0.584  0.08
24 H 4.654 -2.093 -1.328  0.10
25 H 3.640 -0.966 -2.274  0.07
26 H 3.546 -2.942 -3.212  0.10
27 H 2.672 -4.907 -4.387  0.10
28 H 0.825 -6.240 -3.401  0.09
29 H -0.128 -5.555 -1.199  0.10
30 H -2.725 -1.730 3.419  0.10
31 H -2.985 -3.498 5.107  0.11
32 H -2.428 -5.712 5.953  0.10
33 H -1.245 -7.875 5.724  0.09
34 H 0.240 -8.242 3.759  0.09
35 H 0.554 -6.482 2.087  0.10
36 C 3.852 1.960 0.826  -0.03
37 C 3.288 3.353 1.066  -0.67
38 C 3.961 4.028 2.255  -0.05
39 C 3.421 4.207 -0.187  -0.01
40 O 1.871 3.245 1.299  -0.25
41 Ge 1.028 2.762 2.782  0.92
42 O -0.660 2.758 2.222  -0.28
43 C -1.573 3.869 2.203  -0.68
44 C -1.606 4.530 3.574  -0.05
45 C -2.930 3.272 1.864  -0.04
46 C -1.136 4.847 1.120  -0.03
47 O 1.418 1.034 2.932  -0.31
48 C 1.028 0.134 3.995  -0.67
49 C 1.749 0.547 5.271  -0.04
50 C -0.480 0.166 4.182  -0.03
51 C 1.493 -1.241 3.537  -0.01
52 H 4.914 2.016 0.576  0.10
53 H 3.725 1.327 1.706  0.08
54 H 3.334 1.505 -0.020  0.05
55 H 5.024 4.180 2.058  0.09
56 H 3.502 4.999 2.450  0.09
57 H 3.877 3.410 3.155  0.07
58 H 4.472 4.324 -0.461  0.09
59 H 2.900 3.742 -1.024  0.07
60 H 2.991 5.195 -0.011  0.09
61 H -1.867 3.799 4.342  0.08
62 H -0.636 4.969 3.822  0.07
63 H -2.348 5.330 3.593  0.09
64 H -3.200 2.505 2.593  0.08
65 H -3.699 4.048 1.859  0.09
66 H -2.895 2.809 0.878  0.05
67 H -0.155 5.269 1.352  0.08
68 H -1.076 4.332 0.160  0.07
69 H -1.852 5.669 1.030  0.09
70 H 1.432 1.544 5.592  0.07
71 H 1.525 -0.153 6.079  0.09
72 H 2.828 0.557 5.110  0.09
73 H -0.813 1.142 4.546  0.08
74 H -0.986 -0.051 3.239  0.07
75 H -0.779 -0.595 4.906  0.09
76 H 2.572 -1.240 3.377  0.09
77 H 1.248 -1.997 4.286  0.10
78 H 0.998 -1.530 2.608  0.06
79 N -1.264 2.603 -2.045  0.02
80 C -1.763 2.702 -3.424  -0.27
81 C -1.414 1.477 -4.274  -0.19
82 C -2.208 0.221 -3.881  -0.20
83 C -1.370 -1.051 -3.791  -0.27
84 N -0.490 -0.999 -2.616  0.01
85 H -1.491 1.666 -1.724  0.01
86 H -0.248 2.630 -2.098  0.03
87 H -1.331 3.601 -3.867  0.11
88 H -2.848 2.852 -3.401  0.10
89 H -0.341 1.302 -4.163  0.08
90 H -1.570 1.692 -5.336  0.11
91 H -3.041 0.077 -4.575  0.11
92 H -2.664 0.355 -2.895  0.07
93 H -0.816 -1.206 -4.725  0.11
94 H -2.037 -1.908 -3.676  0.10
95 H 0.345 -0.469 -2.840  0.01
96 H -0.165 -1.931 -2.375  0.06
97 O 2.076 0.464 -4.030  -0.34
98 Cl 2.351 1.445 -3.011  0.65
99 O 1.843 2.734 -3.402  -0.33
100 O 3.760 1.518 -2.747  -0.33
101 O 1.657 1.034 -1.790  -0.59
102 C -5.027 -0.880 1.568  -0.33
103 As -3.632 -0.163 0.385  1.07
104 C -3.531 -1.728 -0.783  -0.31
105 C -4.849 0.953 -0.700  -0.34
106 H -5.891 -1.197 0.982  0.02
107 H -5.337 -0.125 2.291  0.01
108 H -4.624 -1.737 2.108  0.00
109 H -4.503 -1.949 -1.228  0.03
110 H -3.187 -2.563 -0.175  0.02
111 H -2.784 -1.553 -1.551  -0.02
112 H -5.329 1.681 -0.044  0.01
113 H -5.618 0.354 -1.190  0.02
114 H -4.284 1.501 -1.454  -0.01


(2)
DFT (ωB97M-V/def2-TZVPD) results for 3 unconnected molecules or ions with the total composition C36H61B2FN6O10PS2 at a distorted geometry.

## Properties
HOMO-LUMO gap: 7.22 eV
total charge: +1
ΔE to the lowest compared entry with this formula, charge and spin: 0.0 kJ/mol
total energy: -102763.8489 eV

Each line ends with the Löwdin charge.
Cartesian coordinates (Å):
1 C -3.375 0.767 2.997  0.03
2 C -3.094 1.831 2.265  -0.12
3 C -1.782 2.096 1.614  -0.27
4 C -1.734 2.451 0.107  -0.22
5 C -1.365 3.893 -0.223  -0.14
6 C -2.559 4.825 -0.043  -0.24
7 C -3.599 4.585 -1.166  -0.44
8 S -5.030 3.758 -0.409  0.96
9 C -5.712 2.728 -1.665  -1.04
10 S -4.881 2.394 -3.033  0.74
11 N -6.992 2.157 -1.497  -0.10
12 C -7.968 3.055 -0.891  -0.26
13 C -8.920 3.608 -1.733  -0.01
14 C -9.877 4.471 -1.212  -0.07
15 C -9.902 4.790 0.139  -0.07
16 C -8.950 4.213 0.975  -0.07
17 C -8.000 3.347 0.469  -0.06
18 C -6.985 0.851 -0.876  -0.23
19 C -7.991 -0.037 -1.247  0.00
20 C -8.042 -1.316 -0.720  -0.06
21 C -7.106 -1.740 0.218  -0.07
22 C -6.110 -0.844 0.587  -0.08
23 C -6.033 0.433 0.044  -0.05
24 N -0.846 1.463 -0.545  0.09
25 C -1.618 0.774 -1.619  0.00
26 C -2.486 -0.374 -1.179  -0.46
27 O -2.788 -1.221 -1.911  0.23
28 F -2.851 -0.426 0.100  0.14
29 C -0.337 0.672 0.456  -0.33
30 N 0.502 -0.310 0.246  0.28
31 B 1.042 -0.636 -1.137  -0.51
32 C 0.679 -1.984 -1.829  0.06
33 O 1.836 0.270 -1.785  0.19
34 B 1.015 -1.211 1.350  -0.77
35 O 2.340 -1.432 1.450  0.21
36 O 0.128 -1.773 2.216  0.21
37 N -0.777 1.000 1.696  -0.05
38 P 0.531 1.608 2.779  0.91
39 O 1.002 2.981 2.054  -0.20
40 O -0.287 2.045 4.095  -0.19
41 H -4.323 0.626 3.489  0.07
42 H -2.631 -0.004 3.161  0.06
43 H -3.838 2.607 2.148  0.10
44 H -1.443 3.027 2.091  0.13
45 H -2.778 2.410 -0.216  0.11
46 H -0.535 4.248 0.391  0.11
47 H -1.050 3.979 -1.262  0.13
48 H -2.257 5.866 -0.091  0.12
49 H -3.042 4.680 0.925  0.09
50 H -3.153 3.955 -1.926  0.02
51 H -3.985 5.508 -1.579  0.08
52 H -8.935 3.405 -2.793  0.12
53 H -10.617 4.902 -1.872  0.11
54 H -10.648 5.473 0.514  0.11
55 H -8.979 4.455 2.029  0.11
56 H -7.263 2.878 1.106  0.10
57 H -8.736 0.255 -1.973  0.12
58 H -8.820 -2.000 -1.027  0.11
59 H -7.141 -2.734 0.629  0.10
60 H -5.373 -1.166 1.311  0.09
61 H -5.219 1.069 0.361  0.07
62 H -2.180 1.476 -2.227  0.11
63 H -0.909 0.321 -2.311  0.13
64 H 0.406 -2.769 -1.125  0.09
65 H -0.114 -1.790 -2.555  0.09
66 H 1.518 -2.360 -2.411  0.07
67 H 2.709 0.276 -1.365  0.13
68 H 2.438 -2.136 2.108  0.15
69 H -0.760 -1.779 1.841  0.12
70 H 1.964 2.897 1.967  0.02
71 H -1.093 1.506 4.169  0.06
72 C 3.744 -5.430 -1.306  -0.11
73 O 3.116 -5.082 -2.526  -0.20
74 C 3.948 -4.332 -3.408  -0.22
75 C 4.356 -5.159 -4.610  -0.22
76 N 5.290 -6.213 -4.239  -0.05
77 C 5.522 -7.218 -5.277  -0.19
78 C 4.338 -8.047 -5.769  -0.23
79 O 3.819 -8.957 -4.818  -0.17
80 C 2.905 -8.413 -3.887  -0.10
81 H 2.975 -5.824 -0.642  0.09
82 H 4.504 -6.205 -1.443  0.08
83 H 4.203 -4.557 -0.831  0.08
84 H 4.823 -3.924 -2.894  0.12
85 H 3.346 -3.489 -3.764  0.11
86 H 4.831 -4.504 -5.346  0.13
87 H 3.437 -5.561 -5.057  0.11
88 H 4.942 -6.685 -3.415  0.07
89 H 6.265 -7.913 -4.880  0.12
90 H 5.982 -6.723 -6.137  0.12
91 H 4.706 -8.665 -6.591  0.12
92 H 3.535 -7.429 -6.189  0.11
93 H 2.298 -7.616 -4.326  0.09
94 H 3.418 -8.042 -2.995  0.07
95 H 2.241 -9.217 -3.569  0.09
96 C 5.094 0.323 1.827  -0.09
97 O 5.345 1.713 1.713  -0.18
98 C 4.415 2.523 2.406  -0.24
99 C 5.028 3.188 3.621  -0.21
100 N 5.317 2.215 4.664  -0.05
101 C 6.153 2.720 5.755  -0.19
102 C 7.559 3.214 5.428  -0.23
103 O 8.460 2.202 5.026  -0.17
104 C 8.398 1.832 3.663  -0.10
105 H 5.742 -0.189 1.117  0.10
106 H 5.327 -0.047 2.830  0.09
107 H 4.055 0.087 1.584  0.06
108 H 3.526 1.944 2.690  0.08
109 H 4.107 3.314 1.707  0.13
110 H 4.326 3.932 4.011  0.13
111 H 5.928 3.717 3.283  0.11
112 H 5.785 1.420 4.251  0.07
113 H 6.252 1.906 6.476  0.12
114 H 5.609 3.524 6.262  0.12
115 H 7.973 3.622 6.353  0.12
116 H 7.560 4.040 4.706  0.11
117 H 8.147 2.679 3.019  0.09
118 H 7.684 1.018 3.503  0.07
119 H 9.381 1.461 3.377  0.09